{
  "formula": "C5H8O",
  "method": "ωB97M-V with the def2-TZVPD basis set",
  "elements": ["C", "H", "H", "C", "H", "H", "H", "H", "H", "O", "C", "C", "C", "H"],
  "coordinates": [[1.24549, 0.11573, -1.17553], [-1.25607, 1.93233, 0.75017], [0.96360, -1.07943, 0.61144], [-1.02821, -0.20663, 0.14544], [-1.50971, -0.03902, -0.82129], [1.08303, -0.71651, -1.86938], [2.32322, 0.21593, -1.00889], [-1.28624, 0.76957, 2.12575], [0.87819, 1.03831, -1.63387], [0.54391, 0.90166, 1.08559], [-0.89584, 0.96591, 1.12197], [0.54884, -0.16070, 0.14108], [-0.84475, -1.53158, 0.70513], [-0.76545, -2.20558, -0.17760]],
  "forces_ev_per_angstrom": [[-0.02, 0.01, -0.03], [0.07, -0.14, 0.04], [0.23, 0.06, -0.07], [-0.19, -0.08, 0.00], [0.13, -0.02, 0.12], [0.01, 0.11, 0.13], [-0.17, -0.02, 0.00], [0.08, 0.02, -0.15], [0.00, -0.12, 0.10], [0.07, 0.02, 0.02], [-0.33, 0.10, 0.08], [0.32, -0.19, -0.15], [-0.21, 0.16, -0.25], [0.01, 0.09, 0.17]],
  "mulliken_charge": [-1.26, 0.24, 0.27, 0.21, 0.38, 0.31, 0.35, 0.29, 0.32, -0.44, -0.49, 0.50, -0.92, 0.23],
  "fmax_ev_per_a": 0.4,
  "multiplicity": 1,
  "total_energy_ev": -7357.2051,
  "gap_ha": 0.3445
}